--- one ---
Entry from the OMol25 dataset: a molecular structure, C21H20CrF9N2O4 (wB97M-V/def2-TZVPD).

Summary:
- LUMO (spin up / spin down): -0.93 / -1.13 eV
- HOMO-LUMO gap (spin up / spin down): 7.90 / 8.07 eV
- 2S+1: 4
- E_HOMO (spin up / spin down): -0.3242 / -0.3381 hartree

Positions of all 57 atoms, in Å:
C -3.124 -1.391 -0.269
H 0.992 -5.118 0.873
C 1.464 -0.384 2.667
C -0.460 2.656 -0.140
C -2.729 0.882 4.450
C 0.608 -3.124 0.487
C -1.949 0.580 3.361
H 1.143 4.006 0.454
H -0.500 0.374 6.945
F -2.908 -1.910 -2.641
C -0.132 2.694 -1.646
H 3.387 -4.987 0.039
H 3.077 -0.794 4.005
H 3.192 -3.245 -0.183
C -4.332 -0.579 -0.844
H 1.120 -4.609 -0.818
H -2.847 1.072 6.589
O -2.442 -0.667 0.602
O 1.545 -0.144 0.369
C 2.857 -4.105 0.389
C -3.679 -2.646 0.476
N 0.026 -2.140 0.660
H -1.301 4.659 -0.082
Cr -0.421 -0.294 0.585
H 0.294 3.657 -1.921
H -1.040 2.519 -2.222
C -2.216 0.809 5.751
H 0.578 1.899 -1.870
C -2.255 -1.849 -1.485
C 2.032 -0.534 3.935
F -2.684 -3.223 1.160
C -0.617 0.165 3.538
H -2.342 0.650 2.357
F -4.214 -3.584 -0.311
F -3.926 0.316 -1.747
F -5.231 -1.366 -1.447
C 1.240 -0.344 5.038
H 1.615 -0.487 6.039
H -2.490 3.386 -0.378
C -0.095 0.075 4.860
H 1.574 2.284 0.472
O 3.427 -0.819 1.368
N 0.170 -0.123 2.464
H -3.753 1.188 4.304
F -4.605 -2.288 1.360
H -1.820 3.610 1.242
H 0.529 2.952 1.741
C -0.918 0.419 5.950
F -4.965 0.092 0.109
F -1.679 -3.043 -1.309
O -0.857 1.389 0.188
C -1.595 3.648 0.180
C 0.790 3.006 0.686
F -1.238 -0.964 -1.654
C 2.258 -0.478 1.380
H 3.111 -3.933 1.432
C 1.348 -4.320 0.215

--- two ---
Entry from the OMol25 dataset: a molecular structure, C21H20CrF9N2O4 (wB97M-V/def2-TZVPD).

Summary:
- LUMO (spin up / spin down): -0.62 / -0.74 eV
- HOMO-LUMO gap (spin up / spin down): 8.44 / 8.66 eV
- 2S+1: 4
- E_HOMO (spin up / spin down): -0.3331 / -0.3453 hartree

Positions of all 57 atoms, in Å:
C -0.880 -2.073 1.524
C -1.265 -2.583 -0.715
C 0.053 1.208 -3.816
F -3.196 2.210 -2.011
C -1.501 -3.255 1.962
H 4.905 1.208 -0.123
N 1.859 -0.633 -0.141
C 2.980 -0.751 0.079
N -0.784 -1.745 0.252
H 2.585 0.888 -2.799
O 0.329 1.114 -1.471
C -2.251 -4.287 -2.686
C -2.410 -4.624 -1.374
C 2.198 1.904 -2.705
F -3.632 -1.035 0.369
F -2.704 0.121 -1.898
C 0.674 1.876 -2.591
C 4.972 0.534 0.728
H -1.024 1.112 -3.675
H 0.480 0.215 -3.966
H -1.464 -2.837 -4.083
H 2.628 2.363 -1.814
H 4.899 -1.270 -0.497
C 4.402 -0.843 0.376
F -3.429 2.702 2.017
C -1.585 -3.093 -3.039
F -4.703 2.942 0.291
C -3.453 2.653 0.682
H 4.429 0.973 1.562
C -3.417 1.092 -1.313
H 6.017 0.428 1.010
H 0.444 3.685 -1.442
C -1.913 -3.780 -0.353
H 0.234 1.800 -4.713
H -2.534 -5.003 1.315
Cr -0.035 0.163 -0.019
C -1.099 -2.253 -2.078
F -2.658 3.617 0.229
H -1.541 -3.445 3.023
H 0.475 3.949 -3.196
O -0.176 -1.358 3.672
H 4.519 -1.544 1.204
C -0.238 -1.088 2.492
H -2.915 -5.539 -1.094
H 2.514 2.478 -3.576
F -4.983 0.401 1.249
C -3.693 0.148 1.017
H -2.635 -4.933 -3.464
C -2.976 1.253 0.176
O 0.214 -0.038 1.895
H -0.967 3.277 -2.414
F -3.090 -0.021 2.190
O -1.653 1.194 0.317
F -4.710 0.781 -1.455
C -2.029 -4.091 1.024
H -0.604 -1.327 -2.343
C 0.122 3.287 -2.405

Stability ranking, top and bottom: two is the most stable and one is the least stable.

--- one ---
Entry from the OMol25 dataset: 2 unconnected molecules or ions with the total composition C5H10N (wB97M-V/def2-TZVPD).

Summary:
- LUMO: -4.02 eV
- HOMO-LUMO gap: 10.98 eV
- Charge: +1
- E_HOMO: -0.5514 hartree

Positions of all 16 atoms, in Å:
H 1.605 -1.748 -1.965
H 2.441 0.877 -0.208
H 1.781 0.563 1.240
C 0.493 -1.817 0.127
H -1.932 -0.509 1.187
C 0.160 -0.587 -0.458
H -1.465 -0.044 -1.441
C -1.876 0.499 0.653
H -0.425 1.344 -0.807
C -0.924 0.362 -0.527
H -1.371 1.127 1.423
N 1.658 0.892 0.276
H 0.264 -2.334 1.059
H 1.353 1.819 0.325
C 1.049 -1.504 -1.065
H -2.810 1.060 0.179

--- two ---
Entry from the OMol25 dataset: 2 unconnected molecules or ions with the total composition C5H10N (wB97M-V/def2-TZVPD).

Summary:
- LUMO: -8.08 eV
- HOMO-LUMO gap: 5.33 eV
- Charge: +1
- E_HOMO: -0.4928 hartree

Positions of all 16 atoms, in Å:
C -0.221 -0.670 -0.204
H 1.704 0.125 -0.150
H -0.062 -1.608 0.335
H -1.730 1.371 0.306
H 3.669 1.408 1.034
C 3.708 0.712 0.208
H -4.215 -0.414 0.192
C -3.595 0.411 0.522
H 3.019 -0.739 -1.082
H 4.630 0.631 -0.357
H -2.053 -1.470 -0.350
C 2.769 -0.105 -0.241
H -3.997 1.109 1.243
H 0.267 -0.659 -1.181
C -2.309 0.469 0.165
N -1.585 -0.572 -0.441

--- three ---
Entry from the OMol25 dataset: a gas-phase ion, C5H10N (charge +1) (wB97M-V/def2-TZVPD).

Summary:
- LUMO: -2.97 eV
- HOMO-LUMO gap: 12.42 eV
- Structure (SMILES): C[N@H+]1[C@@H]2C[C@@]21C
- Charge: +1
- E_HOMO: -0.5655 hartree

Positions of all 16 atoms, in Å:
H 1.443 -1.155 -1.517
C 0.769 -0.074 1.640
N -0.586 -0.359 -0.596
H -2.284 0.794 -0.987
H 2.447 0.190 -0.930
C 0.356 0.743 -1.014
H 0.177 1.681 -1.361
H -2.509 -0.738 0.026
H -0.163 0.049 2.123
C -1.927 0.076 -0.118
H 1.225 -0.985 1.862
C 1.503 -0.191 -0.936
H -1.887 0.602 0.858
H 1.490 0.596 1.878
H -0.627 -1.199 -1.156
C 0.573 -0.030 0.227

Stability ranking, top and bottom: three is the most stable and two is the least stable.

--- one ---
Entry from the OMol25 dataset: a single C3H2N2O2 molecule (wB97M-V/def2-TZVPD).

Summary:
- LUMO: 0.13 eV
- HOMO-LUMO gap: 11.84 eV
- E_HOMO: -0.4301 hartree

Positions of all 9 atoms, in Å:
H 2.476 -0.398 0.286
H -1.177 -1.762 -0.371
C 1.514 -0.261 -0.218
N -1.590 -0.840 -0.233
O 0.516 -0.344 0.701
O 1.329 -0.071 -1.381
N -1.043 1.289 0.441
C -1.270 2.442 0.530
C -0.754 -0.045 0.243

--- two ---
Entry from the OMol25 dataset: a single C3H2N2O2 molecule (wB97M-V/def2-TZVPD).

Summary:
- LUMO: -0.60 eV
- HOMO-LUMO gap: 10.63 eV
- Structure (SMILES): C=NOC(=O)C#N
- E_HOMO: -0.4127 hartree

Positions of all 9 atoms, in Å:
C -2.634 -0.743 -0.218
C 1.858 -0.286 -0.085
H -2.295 -1.893 0.341
N 2.715 -1.207 -0.179
C 0.521 0.547 0.181
O 0.700 1.683 -0.114
N -1.865 0.227 -0.203
H -3.573 -0.297 -0.384
O -0.519 -0.190 0.546

Stability ranking, top and bottom: one is the most stable and two is the least stable.